1.
Computed, not measured: a gas-phase ion, C4H5N2 (charge +1) in a non-equilibrium geometry, with ωB97M-V with the def2-TZVPD basis set.

Geometry (Å):
N1 1.375 0.248 0.068
N2 -1.035 -0.577 0.264
C1 0.954 1.340 0.067
C2 1.186 -1.002 0.025
C3 -0.132 -1.392 0.005
C4 -1.412 0.633 -0.029
H1 -1.430 1.142 -1.017
H2 -1.967 1.197 0.689
H3 0.597 2.317 -0.129
H4 2.121 -1.538 0.287
H5 -0.255 -2.367 -0.230

Calculated values
* spin multiplicity: 3
* HOMO-LUMO gap (spin up / spin down): 0.2389 / 0.3387 hartree
* net charge: +1
* HOMO level (spin up / spin down): -11.51 / -16.74 eV

Löwdin population analysis, charges in e, atoms 1 to 2: 0.087 0.108

2.
Computed, not measured: a gas-phase ion, C4H5N2O (charge +1) in a non-equilibrium geometry, with ωB97M-V with the def2-TZVPD basis set.

Geometry (Å):
O1 -4.349 0.019 -0.040
N1 -0.237 -1.566 0.444
N2 -2.085 0.329 0.237
C1 -0.398 -2.432 -0.372
C2 -0.753 0.780 0.219
C3 0.036 -0.279 -0.554
C4 -3.255 0.295 0.090
H1 -0.450 -0.573 -1.464
H2 -0.603 1.801 -0.396
H3 -0.352 1.007 1.224
H4 -0.106 -1.236 1.409
H5 1.089 -0.036 -0.810

Calculated values
* HOMO-LUMO gap: 0.3079 hartree
* net charge: +1
* HOMO level: -14.96 eV

Löwdin population analysis, charges in e, atoms 1 to 2: 0.238 0.068

3.
Computed, not measured: a molecular structure, C4H5N2O2S3 in a non-equilibrium geometry, with ωB97M-V with the def2-TZVPD basis set.

Geometry (Å):
S1 -0.911 -1.902 -1.335
S2 2.865 0.508 0.879
S3 1.125 1.687 -1.996
O1 -0.959 2.585 -0.192
O2 -2.544 1.872 1.274
N1 1.267 0.348 0.356
N2 -0.695 -0.267 -1.053
C1 0.161 0.256 0.967
C2 1.111 0.258 -1.069
C3 -1.097 0.137 0.213
C4 -1.625 1.733 0.446
H1 1.824 -0.393 -1.638
H2 -0.355 -2.543 -0.043
H3 -1.849 -0.512 0.537
H4 0.240 0.490 2.130
H5 0.103 2.218 -1.236

Calculated values
* HOMO-LUMO gap: 0.2702 hartree
* net charge: -1
* HOMO level: -4.51 eV

Löwdin population analysis, charges in e, atoms 1 to 2: 0.660 0.405

4.
Computed, not measured: a gas-phase ion, C4H5N2O5 (charge -1) in a non-equilibrium geometry, with ωB97M-V with the def2-TZVPD basis set.

Geometry (Å):
O1 1.717 -0.201 0.576
O2 -2.905 0.815 0.203
O3 0.717 0.345 -1.436
O4 -1.261 2.070 -0.406
O5 -1.263 -1.672 -0.923
N1 -3.479 -0.434 0.579
N2 -1.185 -1.319 0.287
C1 2.964 0.029 -0.018
C2 0.633 0.059 -0.281
C3 -1.646 1.039 0.074
C4 -0.559 -0.042 0.577
H1 2.826 0.486 -1.007
H2 -0.287 0.114 1.665
H3 3.380 -1.009 -0.189
H4 -3.372 -0.955 -0.307
H5 3.719 0.675 0.608

Calculated values
* HOMO-LUMO gap (spin up / spin down): 0.2317 / 0.2639 hartree
* structure (SMILES): COC(=O)[C@H](N=O)C(=O)O[NH-]
* net charge: -1
* HOMO level (spin up / spin down): -2.94 / -3.82 eV

Löwdin population analysis, charges in e, atoms 1 to 2: -0.081 -0.114

5.
Computed, not measured: 2 unconnected molecules or ions with the total composition C4H5N2OP in a non-equilibrium geometry, with ωB97M-V with the def2-TZVPD basis set.

Geometry (Å):
P1 -1.318 -1.933 1.010
O1 -2.300 -0.940 1.307
N1 2.256 0.248 0.280
N2 0.173 -1.667 2.468
C1 0.470 -1.133 1.386
C2 1.526 -0.333 0.898
C3 0.235 1.334 -2.258
C4 -0.829 1.203 -1.456
H1 1.115 0.862 -1.931
H2 -0.623 0.557 -0.633
H3 -1.770 1.676 -1.329
H4 0.804 -1.942 3.280
H5 0.260 2.067 -3.021

Calculated values
* HOMO-LUMO gap: 0.3306 hartree
* HOMO level: -9.85 eV

Löwdin population analysis, charges in e, atoms 1 to 2: 0.845 -0.482

6.
Computed, not measured: a single C4H5N2P molecule in a non-equilibrium geometry, with ωB97M-V with the def2-TZVPD basis set.

Geometry (Å):
P1 1.799 0.534 -0.965
N1 -1.333 1.960 1.955
N2 0.530 1.409 -0.753
C1 -0.652 0.717 -0.234
C2 -1.130 1.495 0.916
C3 0.921 -1.084 -0.488
C4 -0.167 -0.646 0.353
H1 0.216 -0.380 1.379
H2 0.502 -1.511 -1.458
H3 1.718 -1.868 -0.058
H4 -0.955 -1.309 0.353
H5 -1.449 0.683 -0.999

Calculated values
* HOMO-LUMO gap: 0.3527 hartree
* structure (SMILES): N#C[C@@H]1CCP=N1
* HOMO level: -10.10 eV

Löwdin population analysis, charges in e, atoms 1 to 2: 0.929 0.154

Relative energy (zero: lowest compared OMol25 entry of this formula, charge and spin) for the records above, in order: 256.7, 336.8, 175.1, 788.2, 260.5, 62.0 kJ/mol